One molecule with the formula C2H3N3OS in a non-equilibrium geometry, computed with ωB97M-V with the def2-TZVPD basis set.

The spin multiplicity is 1. The calculation puts the HOMO energy at -9.266 eV. For the total energy, the calculation gives -19473.5666 eV. The largest force on an atom is 2.3 eV/Å. The calculation puts the relative energy (zero: lowest compared OMol25 entry of this formula, charge and spin) at 35.1 kcal per mole. As for the SMILES: [H]/N=c1/nc(S)[nH]o1. Its total charge is 0.

Element x y z (Å)
O  -0.977  1.021  -0.025
H  0.804  1.905  0.477
N  0.406  1.211  -0.207
C  0.928  -0.074  -0.066
S  2.630  -0.196  -0.012
H  -3.034  -0.075  0.116
N  0.050  -1.014  -0.085
H  2.648  -1.620  -0.140
C  -1.147  -0.342  -0.027
N  -2.307  -0.816  -0.031

Cartesian forces (eV/Å) of the 6 atoms listed first:
0.866 0.977 0.189
-0.887 -0.799 -0.807
0.940 0.659 1.107
-0.656 0.040 -0.592
0.950 -2.057 -0.212
1.004 -0.826 -0.402

=====

One molecule with the formula C4H7NO, computed with ωB97M-V with the def2-TZVPD basis set.

The spin multiplicity is 1. The calculation puts the HOMO energy at -9.626 eV. For the total energy, the calculation gives -7798.2465 eV. The largest force on an atom is 0.9 eV/Å. The calculation puts the relative energy (zero: lowest compared OMol25 entry of this formula, charge and spin) at 32.2 kcal per mole. As for the SMILES: NC(=O)C1CC1. Its total charge is 0.

Element x y z (Å)
H  -0.778  0.211  2.383
N  0.086  -0.119  1.972
H  -0.087  2.017  -0.638
C  0.017  -0.876  0.809
H  -1.636  0.210  -0.230
C  -0.041  -0.097  -1.705
H  0.771  -0.455  2.627
H  0.797  -0.758  -1.896
C  0.309  1.016  -0.767
H  -0.743  -0.039  -2.531
C  -0.597  -0.102  -0.316
O  0.581  -1.942  0.665
H  1.321  0.936  -0.373

Cartesian forces (eV/Å) of the 6 atoms listed first:
0.206 0.187 -0.219
0.036 -0.313 0.290
-0.080 -0.037 -0.857
0.161 -0.324 -0.444
0.114 -0.195 0.163
-0.115 -0.344 -0.215

=====

C3H3Br3I3N2 as an isolated structure in a non-equilibrium geometry, computed with ωB97M-V with the def2-TZVPD basis set.

The spin multiplicity is 1. The calculation puts the HOMO energy at -12.866 eV. For the total energy, the calculation gives -240559.3097 eV. The largest force on an atom is 4.1 eV/Å. The calculation puts the relative energy (zero: lowest compared OMol25 entry of this formula, charge and spin) at 17.4 kcal per mole. Its total charge is +1.

Element x y z (Å)
N  -0.918  0.803  0.380
H  2.233  -0.006  0.119
H  1.436  -1.142  0.977
N  1.150  -0.312  0.306
I  1.395  2.618  1.077
Br  0.143  0.015  2.911
H  -1.744  1.364  0.604
I  0.825  -2.589  -1.548
C  0.298  -0.593  -0.914
C  0.276  0.708  1.017
Br  -2.222  -1.809  0.278
C  -1.127  -0.266  -0.497
I  -2.534  0.359  -2.518
Br  0.789  0.849  -2.191

Cartesian forces (eV/Å) of the 6 atoms listed first:
-1.553 -1.018 -1.688
-3.387 0.062 -0.150
-1.826 1.279 -1.436
2.488 -0.537 1.030
-0.397 -0.512 0.150
0.035 0.211 -0.559

=====

One molecule with the formula C4H7NO, computed with ωB97M-V with the def2-TZVPD basis set.

The spin multiplicity is 1. The calculation puts the HOMO energy at -10.020 eV. For the total energy, the calculation gives -7797.7932 eV. The largest force on an atom is 0.5 eV/Å. The calculation puts the relative energy (zero: lowest compared OMol25 entry of this formula, charge and spin) at 42.7 kcal per mole. As for the SMILES: C[C@H]1CN1C=O. Its total charge is 0.

Element x y z (Å)
H  0.436  0.047  -1.985
N  -0.101  -0.941  -0.153
H  2.204  0.437  -0.075
H  -1.338  0.251  -1.514
C  -0.311  0.085  -1.197
O  -2.388  -0.967  0.365
C  1.450  0.941  0.539
C  -1.306  -1.499  0.359
H  -1.150  -2.508  0.769
H  1.653  0.711  1.589
C  0.062  0.499  0.160
H  1.548  2.023  0.403
H  -0.759  0.921  0.741

Cartesian forces (eV/Å) of the 6 atoms listed first:
-0.084 0.039 0.164
-0.152 -0.363 0.085
-0.163 0.076 0.069
0.168 -0.021 0.098
-0.051 0.118 -0.221
0.417 -0.216 -0.063

=====

A 2-piece molecular cluster, C33H44N3O2 overall in a non-equilibrium geometry, computed with ωB97M-V with the def2-TZVPD basis set.

The spin multiplicity is 1. The calculation puts the HOMO energy at -9.187 eV. For the total energy, the calculation gives -43493.8134 eV. The largest force on an atom is 2.4 eV/Å. The calculation puts the relative energy (zero: lowest compared OMol25 entry of this formula, charge and spin) at 12.6 kcal per mole. Its total charge is +1.

Element x y z (Å)
C  2.143  0.888  5.951
C  -1.588  -0.788  3.378
N  -0.483  6.676  -2.764
C  -0.330  5.803  -1.731
H  4.066  4.667  6.831
C  0.667  4.029  2.920
H  -2.045  2.524  3.475
H  -4.161  -0.201  2.067
C  2.163  5.451  4.900
O  0.763  -1.318  5.861
C  1.405  -2.901  3.391
H  1.316  1.568  6.185
H  1.007  -0.813  2.663
C  0.610  7.497  -3.251
H  1.573  6.676  -1.092
H  2.228  0.111  6.716
C  0.950  5.085  0.203
H  3.042  3.514  5.343
H  4.739  6.325  8.305
H  5.714  7.015  6.999
H  2.824  8.175  5.238
H  -2.539  1.726  1.992
C  -1.276  4.768  -1.470
C  0.755  -1.509  3.469
H  0.596  -3.890  5.147
C  -2.994  -1.330  3.484
H  -3.142  -2.196  2.819
H  1.467  6.879  -3.578
H  1.659  7.654  6.474
H  2.391  -2.925  3.863
O  1.854  0.265  4.685
C  -1.133  3.952  -0.360
H  -3.152  -1.681  4.522
C  3.734  7.890  7.195
C  0.031  3.409  1.796
C  -2.350  1.555  3.067
H  -3.393  0.938  4.802
C  0.809  5.917  -0.885
H  -5.034  -0.616  3.526
H  -1.892  5.766  -4.019
C  1.119  -0.857  4.789
C  4.708  6.711  7.285
H  -2.106  4.606  -2.159
C  2.694  7.526  6.122
C  0.043  8.278  -4.445
H  -2.093  8.647  -4.528
H  0.994  8.165  -2.467
H  0.377  -4.816  3.638
H  0.100  9.354  -4.259
H  0.645  8.052  -5.328
C  1.606  3.366  3.753
C  -1.405  7.806  -4.637
H  1.525  -3.206  2.346
C  0.430  5.421  3.195
H  -1.548  7.363  -5.627
H  -0.227  0.886  3.221
C  -0.971  -3.111  3.894
C  -3.649  1.067  3.745
H  1.777  2.301  3.594
H  1.847  5.172  0.818
H  1.056  7.213  4.214
H  3.075  1.438  5.808
H  -1.566  -3.603  3.108
C  1.177  6.126  4.121
C  -1.270  0.551  3.181
N  2.944  6.137  5.786
H  -4.467  1.798  3.707
N  -0.656  -1.748  3.555
H  4.939  5.467  5.513
C  -4.057  -0.286  3.157
C  -0.058  4.127  0.560
C  -1.681  6.744  -3.560
H  -0.310  2.378  1.852
H  -1.874  3.181  -0.140
C  2.321  4.045  4.721
C  4.201  5.630  6.319
C  0.388  -3.812  4.073
H  3.222  8.037  8.150
H  4.233  8.824  6.925
H  -1.561  -3.198  4.820
H  -0.364  5.929  2.646
H  -2.561  7.007  -2.954

Cartesian forces (eV/Å) of the 6 atoms listed first:
-0.086 -0.084 -0.047
0.295 1.776 -0.170
0.349 -0.948 1.189
0.055 0.647 -0.443
-0.050 0.263 -0.108
-0.105 0.532 0.043

=====

A 2-piece molecular cluster, C4H8O2 overall, computed with ωB97M-V with the def2-TZVPD basis set.

The spin multiplicity is 1. The calculation puts the HOMO energy (alpha / beta) at -7.610 / -7.607 eV. For the total energy, the calculation gives -8367.4650 eV. The largest force on an atom is 0.5 eV/Å. The calculation puts the relative energy (zero: lowest compared OMol25 entry of this formula, charge and spin) at 134.1 kcal per mole. Its total charge is 0.

Element x y z (Å)
H  -0.343  2.459  -1.732
H  -0.228  -1.494  2.043
C  0.698  -0.172  -0.163
O  0.785  -1.485  0.225
O  0.327  2.044  0.261
H  -0.208  -3.008  1.090
C  -0.571  1.437  -1.462
H  -1.247  -1.639  0.585
C  0.706  0.915  0.703
C  -0.286  -1.920  1.033
H  -0.386  0.723  -2.265
H  1.233  -0.006  -1.093
H  1.050  0.851  1.745
H  -1.528  1.295  -0.971

Cartesian forces (eV/Å) of the 6 atoms listed first:
-0.033 -0.099 -0.016
-0.029 -0.083 -0.087
0.264 0.134 0.119
0.101 0.027 -0.077
-0.103 -0.428 -0.142
-0.061 0.154 0.084

=====

What did the second record say?
One molecule with the formula C4H7NO, computed with ωB97M-V with the def2-TZVPD basis set.

The spin multiplicity is 1. The calculation puts the HOMO energy at -9.626 eV. For the total energy, the calculation gives -7798.2465 eV. The largest force on an atom is 0.9 eV/Å. The calculation puts the relative energy (zero: lowest compared OMol25 entry of this formula, charge and spin) at 32.2 kcal per mole. As for the SMILES: NC(=O)C1CC1. Its total charge is 0.

Element x y z (Å)
H  -0.778  0.211  2.383
N  0.086  -0.119  1.972
H  -0.087  2.017  -0.638
C  0.017  -0.876  0.809
H  -1.636  0.210  -0.230
C  -0.041  -0.097  -1.705
H  0.771  -0.455  2.627
H  0.797  -0.758  -1.896
C  0.309  1.016  -0.767
H  -0.743  -0.039  -2.531
C  -0.597  -0.102  -0.316
O  0.581  -1.942  0.665
H  1.321  0.936  -0.373

Cartesian forces (eV/Å) of the 6 atoms listed first:
0.206 0.187 -0.219
0.036 -0.313 0.290
-0.080 -0.037 -0.857
0.161 -0.324 -0.444
0.114 -0.195 0.163
-0.115 -0.344 -0.215

=====

- Which value of relative energy (zero: lowest compared OMol25 entry of this formula, charge and spin) does entry 6 give?
  134.1 kcal per mole